{
  "formula": "C4H5N3O",
  "method": "the ωB97M-V functional and the def2-TZVPD basis",
  "spin_multiplicity": 1,
  "de_lowest_kcal_mol": 154.4,
  "homo_energy_ev": -8.42,
  "symbols": ["C", "C", "C", "C", "H", "H", "H", "H", "H", "N", "N", "N", "O"],
  "xyz": [[-0.319209, 0.264003, 0.111891], [1.758192, -0.445585, 0.067088], [1.786893, 1.048410, 0.103422], [0.564385, 1.437058, 0.197237], [-3.388217, -0.367146, -0.560158], [-2.618962, -1.297982, 0.933240], [0.081736, -2.090880, 0.247078], [2.739156, 1.682931, -0.438668], [0.192602, 2.535172, -0.526885], [-2.306899, -0.774619, -0.101993], [-1.570979, 0.291878, -0.015443], [0.458808, -0.915468, 0.082892], [2.622496, -1.367776, -0.099707]],
  "forces_ev_per_angstrom": [[-1.2, -2.0, 0.7], [3.0, -6.2, -0.6], [5.6, 0.1, -2.3], [-3.9, 4.3, -4.4], [4.0, -1.9, 2.2], [1.3, 2.2, -3.6], [1.9, 5.4, -0.8], [-2.8, -2.0, 2.3], [0.9, -3.4, 3.3], [-6.9, -3.6, 0.5], [0.9, 4.7, 0.9], [-1.8, -1.4, 1.4], [-1.1, 3.9, 0.7]],
  "nbo_charge": [0.31, 0.60, -0.28, -0.17, 0.36, 0.36, 0.48, 0.26, 0.25, -0.65, -0.29, -0.65, -0.59]
}



{
  "formula": "C4H5N3O",
  "method": "the ωB97M-V functional and the def2-TZVPD basis",
  "spin_multiplicity": 1,
  "de_lowest_kcal_mol": 101.6,
  "homo_energy_ev": -9.46,
  "symbols": ["C", "C", "C", "C", "H", "H", "H", "H", "H", "N", "N", "N", "O"],
  "xyz": [[1.337967, -0.367883, -0.075288], [1.337085, 1.247582, 0.144700], [-0.592380, 0.461454, 0.052637], [-2.088664, 0.275745, -0.088378], [3.268004, -0.862310, -0.297014], [2.135952, 1.519451, -0.536878], [1.509483, 1.357810, 1.246846], [-0.450250, -1.621193, 0.237760], [-3.156756, 1.007501, -0.589573], [2.281828, -1.201078, -0.172927], [-0.018158, 1.504032, -0.123849], [0.071237, -0.851119, 0.237745], [-2.451854, -0.908187, 0.018756]],
  "forces_ev_per_angstrom": [[2.5, -1.7, 2.1], [1.4, -4.2, 0.1], [-5.2, -5.4, 0.3], [-4.4, -2.6, -1.8], [-1.6, 0.1, 0.1], [-0.2, 1.2, 0.2], [0.4, 0.3, -1.1], [-1.9, -4.1, -0.4], [4.0, -1.1, 1.8], [1.6, 0.1, -0.7], [1.2, 4.6, -0.4], [1.7, 9.9, -0.4], [0.5, 2.7, 0.2]],
  "nbo_charge": [0.42, -0.30, 0.32, 0.38, 0.35, 0.23, 0.23, 0.44, 0.17, -0.69, -0.40, -0.62, -0.53]
}



{
  "formula": "C4H5N3O",
  "method": "the ωB97M-V functional and the def2-TZVPD basis",
  "smiles": "Nc1c[nH]ncc1=O",
  "spin_multiplicity": 1,
  "de_lowest_kcal_mol": 52.8,
  "homo_energy_ev": -8.08,
  "symbols": ["C", "C", "C", "C", "H", "H", "H", "H", "H", "N", "N", "N", "O"],
  "xyz": [[0.574106, -0.402348, -0.114702], [-0.549234, -1.082563, -0.021282], [-0.743811, 1.635259, -0.146897], [0.529729, 1.047716, -0.067766], [2.009069, -1.886695, 0.224337], [2.532439, -0.225576, -0.088465], [-0.712154, -2.136506, 0.142846], [-2.692734, -0.878242, 0.014156], [-0.834761, 2.778683, -0.011892], [1.824616, -0.940113, -0.109525], [-1.714703, -0.469798, 0.097036], [-1.834488, 0.857425, -0.050216], [1.611925, 1.702759, 0.132372]],
  "forces_ev_per_angstrom": [[2.1, 0.7, 0.1], [-1.5, -2.7, 0.5], [-2.1, -0.1, 1.0], [3.5, 1.4, 0.7], [-0.1, 0.9, -0.3], [0.3, -0.1, 0.3], [0.9, -0.4, -0.3], [2.3, 0.1, 0.3], [-0.2, -2.1, -0.6], [0.1, -0.7, -0.2], [-3.5, 3.2, -1.1], [0.4, 1.2, 0.2], [-2.2, -1.3, -0.8]],
  "nbo_charge": [0.07, -0.07, -0.09, 0.37, 0.39, 0.43, 0.21, 0.42, 0.23, -0.80, -0.31, -0.20, -0.65]
}



{
  "formula": "C4H5N3O",
  "method": "the ωB97M-V functional and the def2-TZVPD basis",
  "smiles": "[H]/N=C1/N=CC(OC)=N1",
  "spin_multiplicity": 1,
  "de_lowest_kcal_mol": 137.2,
  "homo_energy_ev": -9.97,
  "symbols": ["C", "C", "C", "C", "H", "H", "H", "H", "H", "N", "N", "N", "O"],
  "xyz": [[-1.900246, 0.760790, 0.698538], [-0.351527, -0.288143, -0.488061], [1.693565, -0.108115, -0.046023], [0.241008, -1.508239, -1.171937], [-1.360256, 1.862728, 0.635491], [-1.225387, -0.044068, 1.474610], [-3.091417, 1.087620, 0.874923], [3.140813, 1.243274, 0.650907], [-0.167517, -2.206980, -1.749303], [0.400747, 0.235951, 0.458641], [2.879316, 0.430990, 0.190226], [1.486464, -1.320384, -0.994106], [-1.745564, -0.145423, -0.533904]],
  "forces_ev_per_angstrom": [[-1.3, 0.3, 1.5], [-3.6, -1.9, 1.8], [3.0, 0.7, 0.8], [3.2, 6.2, 2.7], [-1.0, -3.3, -0.2], [-3.1, 3.3, -1.2], [3.2, -1.8, -0.5], [-0.7, 1.7, 1.5], [-1.8, -2.7, -2.2], [0.7, 0.2, -3.5], [-4.1, -5.1, -3.4], [2.2, -0.3, 0.6], [3.3, 2.6, 2.1]],
  "nbo_charge": [-0.34, 0.52, 0.52, 0.02, 0.22, 0.25, 0.22, 0.38, 0.21, -0.56, -0.62, -0.36, -0.48]
}



{
  "formula": "C4H5N3O2",
  "method": "the ωB97M-V functional and the def2-TZVPD basis",
  "s_squared": 2.01,
  "spin_multiplicity": 3,
  "de_lowest_kcal_mol": 71.0,
  "homo_energy_ev": [-7.43, -9.83],
  "symbols": ["C", "C", "C", "C", "N", "N", "N", "O", "O", "H", "H", "H", "H", "H"],
  "xyz": [[-0.176305, -2.295267, -0.054150], [0.514022, -1.151351, -0.058465], [-1.579130, -0.875839, 0.339630], [-0.368809, 1.217719, 0.267601], [-1.465133, -2.180398, 0.271822], [-4.059138, -0.232011, -0.411532], [-0.468231, -0.183101, 0.105385], [-5.029614, 0.458296, -0.580033], [-3.258927, 0.083602, 0.602366], [0.307883, -3.362584, -0.134149], [1.554721, -0.907029, -0.394287], [-0.018590, 1.604031, -0.742206], [-1.466091, 1.564219, 0.458002], [0.194049, 1.631819, 1.047598]],
  "forces_ev_per_angstrom": [[2.8, -5.1, 0.3], [1.3, 1.7, -1.4], [-3.0, -0.5, 0.1], [-2.8, 2.0, -2.9], [-2.3, 2.5, 0.1], [0.4, -1.1, -0.1], [0.0, -0.3, 1.4], [-1.4, 1.0, -0.9], [4.6, -2.1, 0.7], [-1.1, 2.3, 0.0], [-1.3, -0.2, 0.7], [-0.4, 0.1, 1.4], [2.0, -0.3, -0.6], [1.2, -0.1, 1.2]],
  "nbo_charge": [-0.06, -0.12, 0.67, -0.41, -0.47, 0.26, -0.39, -0.22, -0.38, 0.22, 0.24, 0.21, 0.25, 0.22]
}



{
  "formula": "C4H5N3O3",
  "method": "the ωB97M-V functional and the def2-TZVPD basis",
  "smiles": "O=C(O)n1nncc1CO",
  "spin_multiplicity": 1,
  "de_lowest_kcal_mol": 117.7,
  "homo_energy_ev": -10.05,
  "symbols": ["O", "C", "O", "C", "C", "C", "N", "N", "N", "H", "H", "H", "O", "H", "H"],
  "xyz": [[-1.599508, -1.292718, 1.285181], [-0.994423, -1.100865, 0.224689], [0.300074, -1.325274, 0.201955], [-0.149047, 1.478611, 1.345187], [-0.765945, 1.361114, 0.007586], [-1.553022, 2.243905, -0.717277], [-2.542435, 1.547764, -1.328004], [-2.475812, 0.301639, -1.018089], [-1.251967, 0.122677, -0.420418], [1.639009, 1.856277, 1.977091], [-0.446577, 2.410167, 1.845472], [-1.569779, 3.327240, -0.643607], [1.241142, 1.290608, 1.303338], [-0.621537, 0.404475, 1.911961], [0.778164, -0.587643, 0.634341]],
  "forces_ev_per_angstrom": [[-0.6, -1.7, -2.8], [0.3, 3.3, 6.3], [1.9, -1.7, -1.1], [-0.9, -3.3, 1.0], [-1.0, -0.1, -1.2], [0.5, -0.5, 1.3], [-1.0, 0.1, 0.2], [1.9, 0.2, -1.6], [-3.0, 0.9, -0.8], [0.2, -0.3, -0.1], [0.0, -0.5, -0.1], [0.1, -0.3, -0.2], [0.8, 0.5, 0.2], [1.0, 3.6, -0.8], [0.1, -0.2, -0.2]],
  "nbo_charge": [-0.48, 0.90, -0.71, -0.12, 0.07, -0.08, -0.22, 0.00, -0.27, 0.49, 0.22, 0.22, -0.74, 0.19, 0.53]
}



{
  "formula": "C4H5N3S",
  "method": "the ωB97M-V functional and the def2-TZVPD basis",
  "smiles": "Nc1cc(S)cnn1",
  "spin_multiplicity": 1,
  "de_lowest_kcal_mol": 53.9,
  "homo_energy_ev": -8.91,
  "symbols": ["C", "C", "C", "C", "H", "H", "H", "H", "H", "N", "N", "N", "S"],
  "xyz": [[1.490972, -0.380925, -0.027235], [0.200844, -0.901881, -0.189265], [-0.851229, 0.013956, 0.051144], [-0.600302, 1.319148, -0.002665], [2.797382, -2.244659, 0.090794], [3.503983, -0.438301, 0.453342], [-0.012923, -2.012780, -0.339278], [-2.258827, -1.745471, 0.014358], [-1.380490, 1.989630, 0.009588], [2.762067, -1.097321, 0.050116], [0.679066, 1.764040, -0.055806], [1.714143, 0.927823, 0.009312], [-2.511110, -0.438250, 0.047123]],
  "forces_ev_per_angstrom": [[2.1, -1.7, -0.2], [-0.4, -1.0, 1.0], [0.7, -3.5, -1.5], [4.1, 1.1, 0.3], [0.0, 4.6, 0.2], [-1.4, -2.0, -0.8], [0.4, 1.7, 0.3], [-0.2, -0.2, 0.0], [-1.3, 1.9, 0.0], [-1.3, -1.5, 0.3], [-0.2, -0.1, 0.3], [-1.6, 1.3, 0.0], [-0.9, -0.5, 0.1]],
  "nbo_charge": [0.35, -0.29, -0.16, -0.09, 0.41, 0.43, 0.22, 0.12, 0.20, -0.86, -0.15, -0.27, 0.09]
}



{
  "formula": "C4H5N4O2",
  "method": "the ωB97M-V functional and the def2-TZVPD basis",
  "spin_multiplicity": 1,
  "total_charge": -1,
  "de_lowest_kcal_mol": 72.0,
  "homo_energy_ev": [-4.28, -4.35],
  "symbols": ["C", "C", "C", "C", "N", "N", "N", "N", "O", "O", "H", "H", "H", "H", "H"],
  "xyz": [[1.515539, 1.523057, 0.912283], [-1.333263, -1.045064, -0.432436], [0.206883, 1.033414, 1.041407], [0.135767, -0.413063, -1.024399], [2.646554, 1.719868, 0.861179], [1.548639, -2.196597, -0.753298], [1.065509, -1.218008, -1.378698], [-0.963978, 1.747836, 0.697811], [-1.188561, -2.052044, 0.247983], [-2.230766, -0.335668, -0.746839], [0.236126, 0.276240, 1.732618], [-0.203574, 0.254934, -1.902592], [1.472132, -2.232346, 0.255385], [-1.099869, 1.704971, -0.395643], [-1.807136, 1.232470, 0.885239]],
  "forces_ev_per_angstrom": [[-0.8, 0.0, -0.4], [4.5, -1.2, 0.9], [-0.5, 1.3, -1.9], [-3.7, 1.3, -1.3], [1.1, 0.5, -0.1], [0.8, -0.8, -1.3], [1.5, -1.6, 0.7], [0.3, 0.0, -2.8], [-0.2, -0.6, 0.3], [-3.3, 2.1, -1.0], [-0.8, -1.8, 1.6], [1.0, 0.0, 1.6], [-0.5, 0.9, 0.7], [0.8, 0.6, 2.4], [-0.1, -0.5, 0.8]],
  "nbo_charge": [0.22, 0.79, -0.09, -0.18, -0.37, -0.39, -0.18, -0.82, -0.73, -0.74, 0.21, 0.17, 0.31, 0.40, 0.39]
}



{
  "formula": "C4H5N4S",
  "method": "the ωB97M-V functional and the def2-TZVPD basis",
  "spin_multiplicity": 1,
  "total_charge": 1,
  "de_lowest_kcal_mol": 133.9,
  "homo_energy_ev": -13.48,
  "symbols": ["C", "C", "C", "C", "N", "N", "N", "N", "S", "H", "H", "H", "H", "H"],
  "xyz": [[1.713029, 0.032118, 0.272451], [-0.773332, -1.251581, -0.337928], [-2.527369, 0.125605, 0.323943], [2.068867, 1.406626, 0.253129], [1.825152, -1.148968, 0.107653], [-0.002751, -2.153592, -0.200416], [1.263255, -2.286856, 0.007339], [-1.755372, -0.482140, -0.625166], [-3.533353, 1.292495, -0.149407], [-2.728836, -0.330926, 1.307222], [2.081457, 1.587442, -0.719266], [3.045854, 1.544346, 0.553406], [1.395924, 1.986738, 0.765459], [-2.072521, -0.321310, -1.558417]],
  "forces_ev_per_angstrom": [[1.7, -4.2, 0.4], [-0.3, -0.9, -0.1], [-3.4, 1.4, 1.2], [-0.6, -1.8, 1.2], [-1.4, 5.1, 0.6], [-0.5, 0.8, -0.4], [1.1, -3.0, 0.2], [1.2, -1.0, 0.1], [0.4, 0.0, 0.2], [1.2, 0.0, -0.4], [-0.1, 1.7, -4.5], [2.2, 0.1, 1.2], [-1.5, 1.5, 1.3], [0.1, 0.2, -1.1]],
  "nbo_charge": [0.49, 0.54, -0.19, -0.71, -0.06, -0.09, -0.16, -0.57, 0.19, 0.26, 0.26, 0.30, 0.28, 0.46]
}



{
  "formula": "C4H5N4S",
  "method": "the ωB97M-V functional and the def2-TZVPD basis",
  "spin_multiplicity": 1,
  "total_charge": 1,
  "de_lowest_kcal_mol": 96.0,
  "homo_energy_ev": [-14.19, -14.58],
  "symbols": ["C", "C", "C", "C", "N", "N", "N", "N", "S", "H", "H", "H", "H", "H"],
  "xyz": [[1.762189, -0.164108, 0.010639], [1.121940, 1.793342, -0.342254], [-0.692069, 3.723378, -0.854419], [-0.296396, -1.399564, 0.183725], [2.206753, 1.097928, -0.169258], [-1.507052, 3.121785, -0.219626], [0.006843, 1.007584, -0.275255], [0.461255, -0.213077, -0.032598], [1.097460, 3.472618, -0.848453], [2.361918, -0.937281, 0.494776], [-1.071336, 4.641635, -1.458854], [0.373088, -2.227188, -0.098626], [-0.586239, -1.641833, 1.283234], [-1.082581, -1.273933, -0.529354]],
  "forces_ev_per_angstrom": [[3.2, 1.6, 1.6], [-1.7, -0.3, -0.4], [1.4, 2.5, -1.6], [-0.3, -1.5, 1.2], [1.8, -1.6, 0.0], [-1.5, -1.7, 1.2], [-1.7, 0.7, -0.7], [-0.1, 1.7, 0.8], [-0.4, -0.7, 0.2], [0.0, 0.0, -0.9], [0.7, -1.3, 0.7], [-0.5, 0.2, -0.2], [0.2, 1.1, -1.9], [-1.1, -0.7, 0.1]],
  "nbo_charge": [0.26, 0.13, -0.24, -0.43, -0.44, 0.05, -0.17, -0.13, 0.61, 0.25, 0.35, 0.24, 0.26, 0.25]
}